Computed, not measured: the molecule C22H25N3O, with ωB97M-V/def2-TZVPD.

```
! RIJCOSX wB97M-V def2-TZVPD def2/J DEFGRID3
* xyz 0 1
N -3.279 -1.162 -0.668
C -2.376 -1.693 -1.129
C -1.238 -2.319 -1.739
C -0.158 -1.274 -2.092
C 0.923 -1.897 -2.997
C 1.974 -0.868 -3.302
C 1.780 0.059 -4.319
C 2.719 1.045 -4.562
C 3.863 1.120 -3.786
C 4.065 0.201 -2.771
C 3.126 -0.787 -2.531
N 0.447 -0.700 -0.900
C 0.264 0.704 -0.624
C -0.802 0.920 0.465
N -0.731 -0.142 1.442
C -1.897 -0.205 2.312
C -2.076 1.009 3.192
C -1.460 1.086 4.435
C -1.573 2.226 5.212
C -2.307 3.307 4.755
C -2.932 3.238 3.521
C -2.817 2.098 2.747
C 0.544 -0.206 2.129
C 1.638 -0.810 1.225
C 1.046 -1.505 0.012
O 1.147 -2.710 -0.142
H -1.565 -2.833 -2.646
H -0.810 -3.050 -1.049
H -0.632 -0.451 -2.638
H 1.364 -2.748 -2.480
H 0.452 -2.243 -3.919
H 0.888 0.004 -4.929
H 2.558 1.757 -5.359
H 4.596 1.890 -3.975
H 4.959 0.251 -2.166
H 3.287 -1.507 -1.742
H -0.040 1.212 -1.542
H 1.217 1.142 -0.317
H -0.662 1.922 0.907
H -1.795 0.875 0.013
H -2.768 -0.332 1.663
H -1.796 -1.104 2.926
H -0.893 0.243 4.805
H -1.091 2.269 6.177
H -2.396 4.197 5.360
H -3.514 4.075 3.163
H -3.317 2.044 1.791
H 0.863 0.782 2.503
H 0.412 -0.862 2.991
H 2.346 -0.049 0.892
H 2.198 -1.566 1.776
*
```

Its SMILES is N#CC[C@H](Cc1ccccc1)N1CCN(Cc2ccccc2)CCC1=O. The LUMO energy is 0.7651 eV. The relative energy (zero: lowest compared OMol25 entry of this formula, charge and spin) comes out at 87.2 kJ/mol.